Here is a molecular structure, C24H46As5F30N6O4 at a distorted geometry from OMol25. Energies are from ωB97M-V/def2-TZVPD.

Summary:
2S+1 = 1
Charge = +1
Energy above the lowest of the compared OMol25 structures with the same formula, charge and spin = 0.0 kcal/mol

Structure (XYZ):
```
115
Properties=species:S:1:pos:R:3:mulliken_charge:R:1
C -7.53002 -15.88618 -21.89677 -1.215
C -6.90476 -16.14391 -23.23460 0.395
O -5.88071 -15.71664 -23.59726 -0.310
N -7.62850 -17.18089 -24.08559 0.342
H -6.99482 -17.70743 -24.71324 0.057
H -7.96965 -17.87311 -23.41076 0.478
C -8.76984 -16.60292 -24.84865 -0.788
H -7.06354 -14.96369 -21.55776 0.365
H -7.30157 -16.66081 -21.16240 0.352
H -8.61320 -15.76696 -21.93736 0.384
H -9.35398 -17.40441 -25.29187 0.362
H -8.30148 -15.97845 -25.60408 0.276
H -9.44754 -16.06339 -24.19326 0.334
C 0.99855 -13.13973 -31.39644 -1.218
C -0.48248 -12.95640 -31.38652 0.598
O -1.22102 -13.86385 -31.27205 -0.412
N -1.05279 -11.64348 -31.82358 0.487
H -2.07608 -11.54836 -31.65913 0.107
H -0.56554 -10.95088 -31.22957 0.431
C -0.70993 -11.34154 -33.22989 -0.905
H 1.23334 -13.80231 -30.56548 0.290
H 1.49953 -12.18201 -31.23393 0.395
H 1.38648 -13.61286 -32.29584 0.381
H 0.36777 -11.19735 -33.28367 0.418
H -1.13766 -10.39196 -33.53903 0.378
H -1.02292 -12.14036 -33.89261 0.354
C -2.05167 -19.15253 -26.05213 -0.150
C -3.02345 -20.11275 -25.48282 0.330
O -3.90325 -20.68288 -26.02248 -0.466
N -2.78260 -20.40582 -23.97177 -0.073
H -3.32096 -21.24946 -23.75579 0.410
H -1.80960 -20.67589 -23.79051 0.417
C -3.22194 -19.29750 -23.08035 -0.545
H -1.82425 -18.29092 -25.44009 -0.100
H -2.41587 -19.00000 -27.06108 -0.103
H -1.12444 -19.71911 -26.22027 0.456
H -2.88321 -19.49636 -22.06727 0.373
H -4.30588 -19.27484 -23.16835 0.282
H -2.79272 -18.33867 -23.36706 0.122
C -3.27201 -15.08610 -25.63552 -0.133
C -3.60889 -14.21580 -26.80656 0.678
O -3.86467 -13.07022 -26.73269 -0.458
N -3.60412 -14.91016 -28.15645 1.333
H -2.66351 -15.34870 -28.29250 0.068
H -4.27636 -15.68331 -28.01340 -0.380
C -3.89921 -13.99912 -29.28999 -0.308
H -2.86119 -16.06371 -25.86327 -0.171
H -4.21055 -15.20080 -25.08828 -0.105
H -2.54135 -14.63937 -24.96549 0.437
H -3.71344 -12.95862 -29.07632 0.476
H -4.93453 -14.17841 -29.57520 -0.325
H -3.33440 -14.38743 -30.13312 0.248
C -7.68553 -14.57247 -30.88826 -0.783
N -9.13974 -14.30545 -31.10514 0.069
C -10.05662 -15.26836 -31.04883 -0.170
C -11.35691 -15.02163 -31.42693 -0.830
C -11.68653 -13.74983 -31.89361 1.085
C -10.71297 -12.77615 -31.89798 -0.807
C -9.42673 -13.05265 -31.47838 -0.320
C -13.06832 -13.43881 -32.32924 0.806
C -14.15232 -13.91168 -31.60161 -0.711
C -15.42911 -13.51338 -31.89976 -0.337
N -15.64663 -12.70475 -32.95376 0.052
C -14.63466 -12.38748 -33.76002 -0.089
C -13.32441 -12.68970 -33.48245 -0.728
C -17.01266 -12.20024 -33.20372 -0.873
H -7.30123 -14.51956 -31.90126 0.379
H -7.55994 -15.56558 -30.45789 0.114
H -7.33444 -13.86156 -30.14836 0.325
H -9.76608 -16.17564 -30.53682 0.487
H -12.08333 -15.81962 -31.38869 0.513
H -10.85356 -11.77180 -32.28102 0.460
H -8.64143 -12.30339 -31.42704 0.472
H -14.01149 -14.41372 -30.65361 0.451
H -16.28479 -13.85645 -31.33720 0.415
H -14.83735 -11.75227 -34.61303 0.381
H -12.53876 -12.23347 -34.06649 0.506
H -17.70601 -13.01075 -33.01067 0.348
H -17.12707 -11.81963 -34.21327 0.327
H -17.17219 -11.35630 -32.53466 0.358
As -0.78130 -10.67899 -27.89057 2.224
F 0.38217 -10.94127 -29.18636 -0.513
F -1.91605 -11.70425 -28.77283 -0.583
F -1.97195 -10.40257 -26.67567 -0.509
F 0.32554 -9.62253 -27.12303 -0.495
F -1.47633 -9.36923 -28.80308 -0.507
F -0.21493 -12.04904 -27.04044 -0.466
As -5.21350 -11.45992 -32.01550 2.083
F -5.53998 -9.90247 -31.38093 -0.484
F -5.91373 -12.11612 -30.54883 -0.479
F -4.95804 -13.05031 -32.64724 -0.465
F -4.39042 -10.73527 -33.33977 -0.480
F -3.67488 -11.49458 -31.18450 -0.936
F -6.78389 -11.55649 -32.79186 -0.524
As -0.00998 -16.03903 -23.34935 2.006
F 1.64712 -15.73370 -23.16869 -0.462
F 0.30062 -17.38493 -24.39742 -0.464
F -1.74776 -16.50478 -23.51845 -0.644
F -0.53835 -14.78741 -22.31302 -0.488
F -0.23129 -15.01892 -24.69241 -0.430
F 0.06295 -17.12875 -21.99677 -0.534
As -0.70523 -17.19756 -29.70629 1.975
F -0.13007 -17.97235 -31.12090 -0.505
F -1.71615 -18.55928 -29.33416 -0.508
F -1.31030 -16.35245 -28.26989 -0.814
F 0.33122 -15.85305 -29.99492 -0.440
F -2.03609 -16.49470 -30.56363 -0.482
F 0.55800 -17.90626 -28.78077 -0.503
As -5.92207 -17.91663 -27.82879 2.199
F -4.28167 -17.53305 -27.51514 -0.626
F -5.76275 -17.31799 -29.42889 -0.458
F -7.60002 -18.35647 -27.95408 -0.547
F -6.01611 -18.40321 -26.11372 -0.747
F -6.40441 -16.30118 -27.30810 -0.521
F -5.49986 -19.47401 -28.34719 -0.422
```